{
  "formula": "C2H6O2",
  "method": "ωB97M-V/def2-TZVPD",
  "elements": ["O", "C", "C", "O", "H", "H", "H", "H", "H", "H"],
  "coordinates": [[0.958, -1.766, 0.327], [0.369, -0.553, 0.613], [-1.060, 1.365, -0.103], [0.011, 0.120, -0.623], [1.839, -1.607, -0.035], [-0.541, -0.714, 1.189], [1.017, 0.166, 1.121], [-1.713, 1.310, -0.995], [-0.368, 2.192, -0.352], [-0.511, -0.512, -1.143]],
  "forces_ev_per_a": [[0.2534, -0.0203, -0.1153], [-0.0313, 0.1226, 0.2270], [0.0764, 0.1651, -0.4173], [-0.2168, -0.1231, 0.1222], [-0.0570, -0.1047, 0.0676], [0.1162, -0.0230, -0.1053], [-0.0733, -0.1469, -0.0629], [0.0318, 0.0689, 0.1465], [-0.1406, -0.0959, 0.0460], [0.0412, 0.1573, 0.0915]],
  "total_energy_ha": -230.1202,
  "fmax_ev_per_a": 0.5,
  "orbital_gap_ha": 0.302
}

***

{
  "formula": "C30H53INO10P",
  "method": "ωB97M-V/def2-TZVPD",
  "elements": ["C", "C", "C", "N", "P", "C", "C", "C", "C", "I", "C", "C", "C", "C", "C", "C", "C", "O", "O", "H", "H", "H", "H", "H", "H", "H", "H", "H", "H", "H", "H", "H", "H", "H", "H", "H", "H", "H", "H", "H", "H", "H", "H", "H", "H", "H", "H", "H", "O", "C", "C", "C", "C", "O", "H", "H", "H", "H", "H", "H", "O", "C", "C", "C", "C", "O", "H", "H", "H", "H", "H", "H", "O", "C", "C", "C", "C", "O", "H", "H", "H", "H", "H", "H", "O", "C", "C", "C", "C", "O", "H", "H", "H", "H", "H", "H"],
  "coordinates": [[2.661, 0.682, -0.270], [1.346, 0.390, -0.999], [1.455, 0.210, -2.513], [0.222, 0.281, -0.435], [-0.578, 1.324, 0.898], [0.448, 0.696, 2.275], [-0.005, 2.731, -0.167], [-0.552, 4.164, -0.159], [-1.755, 4.430, -1.063], [-1.297, 4.196, -3.128], [-2.130, 0.412, 0.577], [-2.913, 0.875, -0.680], [-4.391, 1.232, -0.448], [-5.231, -0.058, -0.474], [-4.912, 2.237, -1.501], [-1.408, 2.501, 2.321], [-2.816, 2.931, 2.294], [-3.693, 2.330, 2.800], [-3.131, 4.083, 1.589], [2.826, -0.098, 0.481], [3.519, 0.681, -0.946], [2.645, 1.628, 0.283], [0.537, 0.617, -2.946], [2.312, 0.752, -2.922], [1.517, -0.846, -2.778], [0.955, 1.533, 2.758], [-0.197, 0.183, 2.990], [1.191, -0.020, 1.930], [-0.115, 2.362, -1.188], [1.066, 2.787, 0.049], [-0.778, 4.565, 0.829], [0.267, 4.787, -0.545], [-2.616, 3.814, -0.823], [-2.076, 5.467, -0.953], [-1.783, -0.606, 0.397], [-2.743, 0.369, 1.481], [-2.388, 1.691, -1.187], [-2.886, 0.047, -1.399], [-4.526, 1.659, 0.545], [-6.263, 0.140, -0.174], [-5.241, -0.471, -1.490], [-4.813, -0.817, 0.197], [-5.120, 3.212, -1.047], [-5.852, 1.889, -1.942], [-4.196, 2.379, -2.317], [-0.746, 3.366, 2.449], [-1.343, 1.923, 3.246], [-3.101, 4.830, 2.207], [3.219, 1.689, 3.840], [3.233, 2.873, 3.691], [3.476, 3.958, 4.723], [2.947, 5.214, 4.032], [3.163, 4.873, 2.561], [3.010, 3.446, 2.478], [4.550, 4.008, 4.912], [2.965, 3.714, 5.650], [3.444, 6.134, 4.330], [1.880, 5.323, 4.232], [4.168, 5.131, 2.219], [2.436, 5.332, 1.894], [-1.016, -2.050, 2.656], [-0.726, -3.193, 2.446], [0.100, -4.111, 3.327], [0.431, -5.271, 2.394], [-0.756, -5.248, 1.438], [-1.156, -3.865, 1.361], [-0.527, -4.420, 4.165], [0.968, -3.581, 3.710], [0.552, -6.230, 2.895], [1.341, -5.053, 1.843], [-1.607, -5.820, 1.815], [-0.519, -5.588, 0.435], [-2.415, -5.328, -2.022], [-2.032, -4.472, -2.763], [-0.855, -3.526, -2.593], [-1.133, -2.456, -3.649], [-1.921, -3.237, -4.693], [-2.638, -4.238, -3.956], [0.058, -4.088, -2.796], [-0.812, -3.138, -1.577], [-0.245, -1.985, -4.059], [-1.758, -1.672, -3.218], [-1.270, -3.743, -5.410], [-2.645, -2.635, -5.238], [2.155, -3.878, -0.913], [3.059, -3.547, -1.623], [4.038, -4.433, -2.371], [5.172, -3.470, -2.719], [4.431, -2.142, -2.809], [3.349, -2.250, -1.868], [3.533, -4.820, -3.259], [4.342, -5.269, -1.747], [5.708, -3.719, -3.633], [5.893, -3.437, -1.901], [4.004, -1.974, -3.801], [5.033, -1.279, -2.534]],
  "forces_ev_per_a": [[0.0105, -0.0583, 0.1285], [0.2087, -0.4988, 0.3850], [-0.3624, 0.0657, 0.2167], [-0.1177, 0.8405, -0.6448], [0.0919, -0.8607, 0.1370], [0.3137, -0.1467, -0.1153], [-0.4160, 0.6808, -0.0408], [0.3087, 0.2172, -0.3242], [-0.1013, 0.2464, 0.6958], [-0.0447, -0.1007, -0.1529], [-0.0094, -0.4726, -0.1161], [0.1152, -0.0252, 0.0737], [-0.2173, -0.2938, -0.1613], [0.1637, 0.1179, -0.0323], [-0.1125, -0.0719, 0.1329], [0.2438, 0.5055, 0.3817], [1.1948, 0.4185, -0.6228], [-1.7321, -1.1995, 0.9745], [0.2676, 0.9051, -0.1356], [0.0186, 0.0551, -0.1203], [-0.0759, 0.0615, 0.0365], [0.0290, -0.1128, -0.1065], [0.1034, -0.0872, -0.0625], [0.0073, -0.1435, 0.0064], [0.1195, 0.0319, 0.0011], [-0.0695, -0.1294, 0.0241], [0.0192, 0.1416, -0.0897], [-0.0481, 0.0847, -0.0607], [0.1503, 0.0352, 0.1349], [-0.1458, -0.1542, -0.0332], [-0.0921, -0.1917, 0.0116], [-0.1119, -0.0249, 0.0920], [0.0871, -0.1266, -0.1748], [0.0793, -0.1120, -0.1117], [0.0172, 0.0770, 0.1854], [-0.0443, 0.2921, -0.0958], [-0.0719, 0.0408, 0.1065], [0.0446, 0.1624, -0.0219], [0.1695, 0.1369, 0.0218], [0.0665, -0.0442, -0.0231], [-0.0108, -0.0030, 0.1260], [-0.0719, 0.0826, -0.0436], [0.1246, -0.0513, -0.1078], [0.1018, 0.0587, 0.0204], [-0.0831, -0.0031, 0.0610], [-0.0444, -0.0757, -0.1183], [0.0458, -0.0937, -0.2446], [-0.1534, -0.1915, -0.2526], [0.0637, 0.0154, 0.0376], [0.0150, -0.0170, -0.0011], [-0.1608, 0.1363, -0.1242], [-0.0029, -0.0799, 0.0426], [0.0062, 0.0689, 0.0152], [-0.0318, 0.0046, -0.0293], [0.0107, -0.0105, 0.0344], [0.0834, -0.0691, 0.0345], [0.0421, -0.0145, -0.0202], [-0.0026, 0.0158, -0.0046], [0.0066, 0.0084, 0.0138], [-0.0159, -0.0491, -0.0247], [-0.0090, 0.0422, -0.0937], [-0.0940, -0.0142, 0.2270], [0.1100, -0.0845, -0.1746], [-0.0693, 0.0359, 0.0688], [-0.0422, -0.1000, -0.0497], [0.0486, 0.0029, -0.0491], [0.0069, 0.0378, 0.0301], [-0.0564, 0.0345, 0.0734], [-0.0565, 0.0209, -0.0077], [0.1420, 0.0137, -0.0963], [0.0126, -0.0038, 0.0072], [-0.0367, 0.0633, -0.0835], [0.0153, -0.0346, 0.0778], [0.1295, -0.0211, 0.0557], [-0.2492, 0.2230, -0.1565], [-0.0383, -0.0503, 0.1193], [0.0472, 0.0508, -0.0130], [-0.0319, -0.0027, -0.0125], [0.0202, -0.0068, 0.0648], [0.0712, -0.1242, 0.0311], [0.0706, -0.0030, -0.0282], [0.0212, 0.0233, -0.0086], [0.0149, 0.0143, 0.0013], [-0.0350, -0.0298, 0.0113], [0.0007, 0.0040, -0.0113], [0.0032, -0.1548, 0.0767], [0.1815, 0.1438, 0.0455], [-0.0539, -0.0669, 0.0407], [0.0174, -0.0103, -0.0747], [0.0363, 0.0535, 0.0460], [-0.0037, -0.0356, -0.0039], [-0.0989, -0.0555, -0.0321], [-0.0378, 0.0118, -0.0287], [0.0122, 0.0093, -0.0051], [0.0071, 0.0043, -0.0063], [-0.0352, 0.0145, 0.0442]],
  "total_energy_ha": -2621.1069,
  "fmax_ev_per_a": 2.3,
  "orbital_gap_ha": 0.281
}

***

{
  "formula": "C5H7NO",
  "method": "ωB97M-V/def2-TZVPD",
  "elements": ["O", "C", "C", "C", "C", "C", "N", "H", "H", "H", "H", "H", "H", "H"],
  "coordinates": [[1.477, 0.573, 2.329], [1.939, 1.521, 1.908], [0.387, 0.943, -0.990], [0.077, -0.481, -1.192], [-0.163, -1.236, 0.107], [-1.203, -0.139, 0.417], [-1.010, 0.519, -0.915], [0.909, 1.298, -0.107], [0.593, 1.531, -1.880], [0.179, -0.946, -2.169], [0.682, -1.366, 0.789], [-0.633, -2.209, -0.064], [-1.007, 0.508, 1.280], [-2.226, -0.516, 0.487]],
  "forces_ev_per_a": [[0.6379, 1.1626, -0.3708], [-0.4402, -1.1132, 0.7121], [0.1611, 0.1389, -0.0089], [0.1634, -0.2439, -0.2954], [0.0509, -0.0762, 0.0359], [-0.1616, 0.0196, 0.2327], [-0.2320, 0.0759, -0.0689], [-0.2274, -0.1545, -0.1469], [-0.0512, -0.1049, 0.1036], [-0.0156, 0.0574, 0.1243], [-0.1147, 0.0548, -0.1687], [0.0743, 0.1569, 0.0376], [-0.0111, -0.0347, -0.2043], [0.1663, 0.0611, 0.0174]],
  "total_energy_ha": -324.6233,
  "fmax_ev_per_a": 1.4,
  "orbital_gap_ha": 0.375
}